[1]
Molecular formula: C8H18N3O4
Method: DFT, ωB97M-V/def2-TZVPD

Element x y z (Å)
C (0.084, -1.573, -0.715)
C (1.494, -1.729, 1.046)
C (-0.390, 2.373, -1.756)
C (-1.358, 3.420, 0.257)
C (1.027, 2.297, 0.357)
C (0.338, -3.003, -1.158)
C (0.113, -1.952, 1.519)
C (-0.366, 2.334, -0.288)
N (-0.740, -1.761, 0.636)
N (1.047, -3.575, -0.040)
N (-0.958, 0.962, 0.019)
O (2.556, -1.693, 1.605)
O (-0.443, -0.723, -1.490)
O (1.316, -1.152, -0.159)
O (-0.358, -2.384, 2.697)
H (-1.496, 2.249, -2.033)
H (-0.097, 3.371, -2.059)
H (0.120, 1.571, -2.273)
H (-1.319, 3.281, 1.371)
H (-2.360, 3.289, -0.234)
H (-0.905, 4.461, -0.031)
H (1.548, 1.382, -0.032)
H (1.654, 3.078, -0.046)
H (1.235, 2.267, 1.445)
H (-0.665, -3.613, -1.318)
H (1.032, -2.983, -1.958)
H (-1.705, -1.904, 0.681)
H (2.074, -3.696, -0.135)
H (0.653, -4.284, 0.541)
H (-0.702, 0.278, -0.788)
H (-0.653, 0.817, 0.992)
H (-2.044, 1.118, -0.041)
H (0.271, -2.523, 3.388)

- total charge = +1
- lowest unoccupied orbital energy (eV) = -3.92
- HOMO-LUMO gap (eV) = 9.4
- ΔE to the lowest compared entry with this formula, charge and spin (eV) = 2.071

=====

[2]
Molecular formula: C8H11BCl2
Method: DFT, ωB97M-V/def2-TZVPD

Element x y z (Å)
B (0.432, -0.092, -0.642)
C (0.457, -1.507, -0.187)
C (0.736, -2.193, 1.005)
C (0.577, -1.984, 2.383)
C (-0.118, -1.035, 3.282)
C (-0.207, 0.256, 3.115)
C (-0.879, 0.327, -2.747)
C (-0.093, 2.372, -1.413)
C (0.238, 0.921, -1.817)
Cl (0.314, 0.908, 1.521)
Cl (-1.096, 1.454, 3.950)
H (0.336, -2.153, -0.966)
H (1.275, -3.121, 0.737)
H (1.098, -2.794, 2.971)
H (-0.395, -1.349, 4.223)
H (-1.548, -0.319, -2.325)
H (-0.199, -0.229, -3.497)
H (-1.496, 1.108, -3.263)
H (0.424, 3.054, -2.112)
H (-1.172, 2.625, -1.468)
H (0.189, 2.718, -0.363)
H (1.125, 1.034, -2.388)

- lowest unoccupied orbital energy (eV) = 0.21
- HOMO-LUMO gap (eV) = 7.4
- ΔE to the lowest compared entry with this formula, charge and spin (eV) = 3.887

=====

[3]
Molecular formula: C14H19N3O3S
Method: DFT, ωB97M-V/def2-TZVPD

Element x y z (Å)
C (1.477, 2.901, -0.802)
C (1.758, 3.878, 0.333)
C (1.663, 3.243, 1.720)
C (2.725, 2.165, 1.958)
C (2.325, 0.839, 1.350)
O (1.176, 0.438, 1.380)
N (3.377, 0.148, 0.821)
C (3.547, -1.114, 0.242)
S (5.113, -1.634, 0.100)
N (2.550, -1.872, -0.191)
N (1.196, -1.612, -0.266)
C (0.428, -2.602, -0.812)
O (0.959, -3.596, -1.283)
C (-1.027, -2.360, -0.807)
C (-1.611, -1.132, -0.507)
C (-2.985, -0.981, -0.529)
C (-3.807, -2.060, -0.848)
O (-5.161, -2.019, -0.892)
C (-5.817, -0.809, -0.597)
C (-3.222, -3.293, -1.156)
C (-1.856, -3.434, -1.139)
H (0.518, 2.411, -0.653)
H (2.247, 2.136, -0.865)
H (1.450, 3.428, -1.753)
H (1.035, 4.694, 0.283)
H (2.752, 4.313, 0.201)
H (1.781, 4.025, 2.472)
H (0.678, 2.792, 1.852)
H (2.820, 1.990, 3.034)
H (3.693, 2.496, 1.580)
H (4.293, 0.564, 0.957)
H (2.766, -2.775, -0.624)
H (0.864, -0.864, 0.355)
H (-1.007, -0.273, -0.263)
H (-3.406, -0.016, -0.296)
H (-5.540, -0.020, -1.304)
H (-6.880, -1.020, -0.693)
H (-5.605, -0.476, 0.424)
H (-3.870, -4.118, -1.405)
H (-1.395, -4.380, -1.380)

- structure (SMILES) = CCCCC(=O)NC(=S)NNC(=O)c1ccc(OC)cc1
- lowest unoccupied orbital energy (eV) = 0.27
- HOMO-LUMO gap (eV) = 8.4
- ΔE to the lowest compared entry with this formula, charge and spin (eV) = 0.903